[1]
This record from OMol25 describes a molecular structure, C53H72N9O2SY at a distorted geometry. The level of theory is ωB97M-V with the def2-TZVPD basis set.

Each line ends with the Löwdin charge.
Atoms and positions in Å:
Y (0.47, -1.32, 0.55)  1.398
C (0.00, -4.74, 0.24)  -0.085
N (1.18, -3.88, 0.32)  -0.313
C (2.03, -4.38, 1.40)  -0.105
C (1.93, -3.97, -0.93)  -0.190
C (1.14, -3.46, -2.13)  -0.173
N (0.83, -2.03, -1.99)  -0.182
C (-0.44, -1.67, -2.63)  -0.095
C (-1.17, -0.47, -2.07)  -0.203
C (-1.90, 0.32, -2.86)  0.050
C (-3.04, 1.09, -2.30)  -0.254
C (-4.02, 0.61, -0.39)  -0.091
C (-3.09, -0.16, 0.57)  -0.125
C (-2.35, -1.42, -0.06)  -0.485
O (-1.67, -2.24, 0.73)  -0.214
C (-3.67, -0.31, 1.99)  -0.488
C (-4.63, -1.50, 1.92)  -0.021
C (-4.46, 0.93, 2.46)  -0.037
C (-2.62, -0.59, 3.05)  -0.053
C (-3.54, 2.20, -3.26)  -0.523
C (-4.09, 1.58, -4.54)  -0.032
C (-2.35, 3.11, -3.61)  -0.028
C (-4.65, 3.07, -2.65)  -0.035
C (1.92, -1.27, -2.63)  -0.133
C (1.72, 0.21, -2.74)  -0.154
C (1.66, 0.78, -3.99)  -0.010
C (1.69, 2.16, -4.15)  -0.183
C (1.86, 2.90, -3.00)  0.001
C (1.97, 2.37, -1.72)  -0.081
C (1.80, 0.97, -1.54)  -0.283
O (1.77, 0.32, -0.41)  -0.235
C (2.46, 3.36, -0.68)  -0.527
C (3.87, 3.82, -1.10)  -0.043
C (1.53, 4.59, -0.60)  -0.041
C (2.58, 2.78, 0.72)  -0.059
C (1.75, 2.77, -5.54)  -0.556
C (3.06, 2.32, -6.20)  -0.046
C (1.74, 4.30, -5.55)  -0.059
C (0.56, 2.28, -6.37)  -0.046
H (0.25, -5.74, -0.15)  0.103
H (-0.43, -4.85, 1.23)  0.071
H (-0.77, -4.29, -0.38)  0.065
H (2.35, -5.41, 1.20)  0.098
H (2.92, -3.74, 1.51)  0.063
H (1.48, -4.36, 2.34)  0.062
H (2.85, -3.38, -0.83)  0.125
H (2.22, -5.02, -1.13)  0.130
H (1.73, -3.64, -3.04)  0.129
H (0.21, -4.03, -2.24)  0.112
H (-0.32, -1.53, -3.72)  0.141
H (-1.14, -2.51, -2.49)  0.120
H (-1.77, 0.27, -3.93)  0.118
H (-4.94, 0.98, 0.04)  0.136
H (-5.36, -1.38, 1.13)  0.089
H (-4.07, -2.41, 1.74)  0.086
H (-5.16, -1.60, 2.87)  0.088
H (-5.43, 1.02, 1.96)  0.076
H (-4.66, 0.83, 3.52)  0.088
H (-3.89, 1.84, 2.29)  0.069
H (-1.94, -1.37, 2.72)  0.035
H (-2.05, 0.31, 3.28)  0.078
H (-3.10, -0.92, 3.97)  0.093
H (-3.37, 0.91, -5.00)  0.076
H (-5.00, 1.01, -4.35)  0.082
H (-4.33, 2.36, -5.26)  0.088
H (-1.58, 2.55, -4.13)  0.058
H (-2.68, 3.94, -4.23)  0.091
H (-1.91, 3.52, -2.70)  0.086
H (-5.47, 2.48, -2.26)  0.082
H (-4.27, 3.70, -1.85)  0.081
H (-5.04, 3.73, -3.42)  0.087
H (2.83, -1.44, -2.03)  0.131
H (2.10, -1.68, -3.64)  0.127
H (1.63, 0.13, -4.86)  0.110
H (1.96, 3.97, -3.09)  0.093
H (3.87, 4.30, -2.08)  0.072
H (4.26, 4.53, -0.37)  0.082
H (4.54, 2.96, -1.15)  0.093
H (1.73, 5.30, -1.40)  0.075
H (0.49, 4.27, -0.69)  0.063
H (1.66, 5.10, 0.35)  0.084
H (3.10, 1.82, 0.70)  0.081
H (3.14, 3.46, 1.37)  0.087
H (1.60, 2.63, 1.15)  0.050
H (3.90, 2.62, -5.58)  0.089
H (3.09, 1.24, -6.32)  0.077
H (3.17, 2.78, -7.18)  0.080
H (2.63, 4.70, -5.06)  0.082
H (1.74, 4.65, -6.58)  0.083
H (0.85, 4.70, -5.05)  0.085
H (0.50, 1.20, -6.38)  0.072
H (-0.37, 2.67, -5.96)  0.067
H (0.64, 2.62, -7.40)  0.083
C (-1.19, 2.79, 1.43)  0.009
C (-0.97, 1.36, 1.01)  -0.199
N (-0.08, 0.61, 1.56)  -0.075
N (0.73, 1.14, 2.51)  -0.021
C (1.82, 0.52, 2.87)  -0.897
N (2.56, 1.13, 3.84)  0.083
S (2.42, -1.02, 2.37)  0.614
C (-1.89, 0.72, 0.03)  -0.186
C (-2.88, 1.54, -0.82)  -0.046
C (-4.17, 0.08, -1.83)  -0.140
C (-3.95, -1.38, -1.96)  -0.007
C (-3.18, -2.08, -1.12)  0.005
N (-1.30, -0.44, -0.67)  0.000
H (-0.98, 3.46, 0.60)  0.070
H (-0.52, 3.02, 2.25)  0.074
H (-2.22, 2.95, 1.74)  0.075
H (2.39, 2.12, 3.97)  0.100
H (3.51, 0.82, 3.93)  0.077
H (-2.87, 2.60, -0.63)  0.135
H (-5.14, 0.33, -2.26)  0.130
H (-4.51, -1.90, -2.72)  0.113
H (-3.12, -3.16, -1.16)  0.117
C (0.16, -4.26, 5.16)  -0.042
C (-0.35, -3.79, 3.96)  -0.154
N (-0.28, -2.52, 3.59)  0.057
C (0.27, -1.67, 4.43)  -0.151
C (0.88, -2.03, 5.63)  -0.204
C (0.82, -3.37, 5.99)  -0.021
C (1.54, -0.99, 6.41)  -0.039
C (2.69, -1.10, 7.07)  -0.027
C (3.54, -2.29, 7.11)  -0.288
C (3.78, -3.10, 5.99)  -0.009
C (4.48, -4.27, 6.23)  -0.127
N (4.97, -4.58, 7.42)  0.072
C (4.79, -3.69, 8.38)  -0.219
N (4.10, -2.57, 8.29)  0.128
H (0.05, -5.30, 5.43)  0.104
H (-0.89, -4.44, 3.29)  0.101
H (0.22, -0.63, 4.16)  0.082
H (1.23, -3.72, 6.93)  0.124
H (1.03, -0.03, 6.41)  0.117
H (3.06, -0.27, 7.65)  0.111
H (3.42, -2.84, 5.01)  0.101
H (4.64, -5.00, 5.45)  0.108
H (5.24, -3.91, 9.34)  0.106

The calculation puts the maximum force at 2.3 eV/Å. As for the highest occupied orbital energy: -0.254 Eh. For the energy relative to the best compared isomer or geometry (same formula, charge and spin), the calculation gives 309.9 kJ/mol.

=====

[2]
This record from OMol25 describes 8 unconnected molecules or ions with the total composition C53H88F2N10O5P at a distorted geometry. The level of theory is ωB97M-V with the def2-TZVPD basis set.

Each line ends with the Löwdin charge.
Atoms and positions in Å:
C (0.49, -0.69, 7.77)  -0.138
C (1.15, -1.62, 6.59)  -0.219
C (0.64, -1.19, 5.05)  -0.201
N (1.01, 0.25, 4.84)  0.013
C (-0.13, 1.13, 4.42)  -0.366
C (0.44, 2.63, 4.90)  -0.021
C (0.64, 2.52, 6.52)  -0.163
O (1.90, 2.29, 6.98)  -0.054
F (-0.43, 2.60, 7.55)  -0.029
O (-1.47, 0.97, 4.99)  -0.270
P (-2.76, 1.79, 4.16)  0.541
C (-4.21, 2.92, 3.50)  -0.326
C (-4.27, 4.38, 4.31)  -0.241
C (-4.63, 4.20, 5.92)  -0.180
F (-5.88, 3.43, 6.16)  -0.157
C (-3.58, 0.28, 3.33)  -0.248
C (-3.62, -1.09, 4.21)  -0.112
C (-2.73, -2.39, 3.65)  -0.047
C (-2.67, -3.85, 4.41)  -0.087
C (-3.54, -4.10, 5.78)  -0.094
C (-4.43, -2.84, 6.36)  -0.034
C (-4.47, -1.36, 5.58)  -0.133
C (-5.43, -0.19, 6.22)  -0.131
O (-1.78, 2.05, 2.70)  -0.291
C (-0.42, 1.42, 2.83)  -0.326
C (-0.19, 0.12, 1.83)  -0.073
C (1.36, -0.07, 1.32)  -0.201
O (1.59, -1.56, 1.27)  -0.162
O (0.41, 2.45, 2.13)  -0.094
C (-0.27, 2.87, 0.87)  -0.096
N (-0.77, 2.87, -0.35)  0.128
H (-0.39, -0.05, 7.35)  0.070
H (0.05, -1.38, 8.63)  0.078
H (1.25, 0.05, 8.29)  0.070
H (2.31, -1.61, 6.65)  0.097
H (0.78, -2.73, 6.78)  0.104
H (-0.50, -1.44, 5.01)  0.113
H (1.17, -1.87, 4.25)  0.104
H (1.81, 0.35, 4.14)  0.129
H (1.53, 2.85, 4.45)  0.143
H (-0.23, 3.52, 4.54)  0.123
H (-3.48, 1.63, 5.42)  0.016
H (-2.35, 3.05, 4.78)  0.002
H (-4.10, 3.13, 2.33)  0.093
H (-5.28, 2.43, 3.68)  0.071
H (-3.24, 4.94, 4.14)  0.107
H (-5.15, 5.04, 3.85)  0.102
H (-3.75, 3.56, 6.41)  0.103
H (-4.60, 5.24, 6.49)  0.117
H (-2.94, 0.04, 2.35)  0.086
H (-4.68, 0.48, 2.92)  0.103
H (-2.12, -2.28, 2.65)  0.062
H (-2.00, -4.72, 3.93)  0.061
H (-3.51, -5.16, 6.29)  0.063
H (-5.07, -2.99, 7.34)  0.078
H (-5.92, 0.40, 5.34)  0.074
H (-6.29, -0.62, 6.89)  0.076
H (-4.83, 0.58, 6.88)  0.077
H (-0.93, 0.11, 0.91)  0.138
H (-0.48, -0.84, 2.47)  0.105
H (1.51, 0.35, 0.22)  0.135
H (2.17, 0.47, 1.98)  0.121
H (1.88, -1.89, 2.18)  0.079
C (-2.81, -4.70, 0.20)  -0.109
C (-1.51, -5.40, -0.20)  -0.309
C (-1.54, -6.90, 0.08)  -0.202
C (-1.74, -7.15, 1.57)  -0.159
N (-1.91, -7.35, 2.80)  0.093
H (-3.00, -4.78, 1.28)  0.054
H (-2.75, -3.63, -0.04)  0.072
H (-3.67, -5.12, -0.33)  0.076
H (-0.68, -4.94, 0.34)  0.101
H (-1.34, -5.23, -1.27)  0.081
H (-0.60, -7.36, -0.24)  0.086
H (-2.36, -7.38, -0.48)  0.114
C (-6.46, -6.86, 4.99)  -0.113
C (-5.92, -7.89, 5.98)  -0.278
C (-6.82, -8.07, 7.20)  -0.202
C (-6.93, -6.75, 7.95)  -0.167
N (-7.02, -5.65, 8.57)  0.102
H (-6.52, -5.86, 5.44)  0.066
H (-5.80, -6.79, 4.12)  0.075
H (-7.46, -7.14, 4.64)  0.074
H (-4.92, -7.59, 6.29)  0.105
H (-5.82, -8.85, 5.47)  0.107
H (-6.40, -8.82, 7.87)  0.109
H (-7.82, -8.40, 6.91)  0.112
C (0.88, 4.11, -2.64)  -0.130
C (2.22, 4.17, -3.37)  -0.278
C (2.07, 4.30, -4.89)  -0.207
C (1.31, 3.10, -5.43)  -0.156
N (0.68, 2.11, -5.89)  0.105
H (0.30, 3.24, -2.94)  0.060
H (1.04, 4.05, -1.56)  0.040
H (0.29, 5.01, -2.84)  0.071
H (2.79, 3.26, -3.13)  0.113
H (2.80, 5.02, -2.99)  0.065
H (3.05, 4.35, -5.36)  0.103
H (1.52, 5.22, -5.14)  0.094
C (7.49, 7.46, -3.71)  -0.122
C (6.76, 7.68, -2.39)  -0.283
C (5.70, 6.62, -2.10)  -0.206
C (4.64, 6.65, -3.20)  -0.082
N (3.77, 6.67, -4.11)  -0.060
H (6.80, 7.52, -4.56)  0.068
H (8.26, 8.22, -3.86)  0.068
H (7.97, 6.47, -3.73)  0.076
H (6.30, 8.68, -2.40)  0.108
H (7.50, 7.68, -1.58)  0.105
H (5.22, 6.82, -1.14)  0.105
H (6.15, 5.62, -2.06)  0.103
C (3.32, 0.49, -7.07)  -0.129
C (3.40, 0.73, -8.57)  -0.274
C (3.01, -0.49, -9.40)  -0.193
C (3.95, -1.65, -9.08)  -0.146
N (4.73, -2.60, -8.82)  0.111
H (4.01, -0.30, -6.75)  0.067
H (3.58, 1.40, -6.52)  0.061
H (2.30, 0.19, -6.78)  0.058
H (4.43, 1.04, -8.83)  0.110
H (2.74, 1.57, -8.84)  0.108
H (3.08, -0.26, -10.47)  0.111
H (1.98, -0.79, -9.18)  0.118
C (0.17, -2.68, -3.33)  -0.105
C (1.40, -2.41, -2.47)  -0.268
C (2.39, -3.57, -2.46)  -0.183
C (1.71, -4.81, -1.89)  -0.120
N (1.15, -5.83, -1.41)  0.133
H (-0.41, -3.53, -2.94)  0.058
H (-0.50, -1.81, -3.33)  0.078
H (0.45, -2.90, -4.37)  0.077
H (1.08, -2.18, -1.45)  0.100
H (1.91, -1.51, -2.86)  0.110
H (3.26, -3.32, -1.85)  0.114
H (2.74, -3.79, -3.47)  0.114
C (1.15, 11.16, -4.52)  -0.116
C (0.06, 10.15, -4.83)  -0.274
C (0.11, 8.91, -3.93)  -0.174
C (1.44, 8.20, -4.11)  0.030
N (2.55, 7.61, -4.25)  0.074
H (2.15, 10.74, -4.68)  0.070
H (1.06, 12.04, -5.17)  0.072
H (1.09, 11.50, -3.48)  0.078
H (0.15, 9.84, -5.88)  0.113
H (-0.92, 10.63, -4.72)  0.110
H (-0.70, 8.22, -4.19)  0.115
H (-0.01, 9.20, -2.88)  0.121
C (4.20, -6.02, -9.07)  -0.126
C (4.73, -6.92, -7.96)  -0.278
C (3.96, -8.24, -7.84)  -0.203
C (2.50, -7.95, -7.53)  -0.170
N (1.29, -7.72, -7.27)  0.100
H (3.16, -5.72, -8.89)  0.070
H (4.80, -5.11, -9.13)  0.034
H (4.25, -6.53, -10.04)  0.075
H (4.68, -6.38, -7.01)  0.113
H (5.78, -7.14, -8.15)  0.107
H (4.38, -8.85, -7.04)  0.110
H (4.02, -8.81, -8.78)  0.112

The calculation puts the maximum force at 16.4 eV/Å. As for the highest occupied orbital energy: -0.186 Eh. As for the total charge: -1.

=====

[3]
This record from OMol25 describes 12 unconnected molecules or ions with the total composition C53H94NO24 at a distorted geometry. The level of theory is ωB97M-V with the def2-TZVPD basis set.

Each line ends with the Löwdin charge.
Atoms and positions in Å:
C (2.42, 0.51, 1.69)  -0.038
C (2.17, 0.37, 0.18)  -0.469
C (1.98, -1.07, -0.34)  -0.111
C (0.51, -1.64, -0.22)  -0.175
C (-0.50, -0.68, -0.82)  -0.174
C (-0.41, 0.75, -0.30)  -0.440
N (0.98, 1.23, -0.28)  -0.211
O (1.15, 2.60, -0.28)  -0.265
C (-1.06, 0.73, 1.17)  -0.042
C (-1.36, 1.59, -1.25)  -0.027
C (3.40, 0.83, -0.56)  -0.061
H (1.48, 0.27, 2.18)  0.065
H (2.88, 1.46, 1.96)  0.056
H (3.17, -0.16, 2.11)  0.057
H (2.58, -1.64, 0.36)  0.104
H (2.22, -1.15, -1.40)  0.103
H (0.33, -1.98, 0.79)  0.090
H (0.46, -2.56, -0.80)  0.079
H (-1.40, -1.19, -0.48)  0.088
H (-0.49, -0.70, -1.91)  0.105
H (-0.66, -0.03, 1.84)  0.042
H (-2.13, 0.50, 1.10)  0.043
H (-0.99, 1.71, 1.65)  0.056
H (-0.83, 1.62, -2.21)  0.072
H (-1.50, 2.63, -0.95)  0.056
H (-2.42, 1.36, -1.36)  0.055
H (3.64, 1.90, -0.54)  0.073
H (3.48, 0.60, -1.62)  0.071
H (4.24, 0.38, -0.02)  0.067
C (0.60, 7.97, -0.39)  -0.182
C (0.07, 6.61, 0.16)  -0.147
C (-0.06, 5.93, -1.15)  -0.250
O (1.20, 6.13, -1.77)  -0.141
C (1.51, 7.55, -1.51)  -0.187
H (1.07, 8.60, 0.37)  0.099
H (-0.21, 8.53, -0.85)  0.098
H (-0.88, 6.69, 0.68)  0.100
H (0.81, 6.10, 0.78)  0.112
H (-0.77, 6.42, -1.82)  0.112
H (-0.27, 4.86, -1.23)  0.106
H (1.25, 8.10, -2.41)  0.105
H (2.57, 7.50, -1.28)  0.111
C (5.87, -1.69, 5.44)  -0.209
C (7.12, -2.20, 4.73)  -0.145
C (6.45, -3.25, 3.81)  -0.171
O (5.03, -2.92, 3.76)  -0.134
C (4.74, -1.82, 4.54)  -0.254
H (6.05, -0.81, 6.05)  0.112
H (5.66, -2.26, 6.34)  0.111
H (7.95, -2.71, 5.23)  0.110
H (7.51, -1.44, 4.06)  0.102
H (6.50, -4.25, 4.23)  0.114
H (6.94, -3.09, 2.85)  0.111
H (3.86, -2.19, 5.07)  0.131
H (4.59, -0.96, 3.89)  0.111
C (-5.79, -1.22, -1.09)  -0.157
C (-5.72, 0.27, -0.82)  -0.156
C (-6.13, 0.33, 0.69)  -0.174
O (-5.58, -0.82, 1.30)  -0.160
C (-5.41, -1.85, 0.30)  -0.188
H (-5.06, -1.58, -1.81)  0.100
H (-6.86, -1.36, -1.28)  0.109
H (-6.30, 0.78, -1.58)  0.109
H (-4.70, 0.64, -0.96)  0.091
H (-7.21, 0.26, 0.78)  0.118
H (-5.62, 1.14, 1.22)  0.101
H (-6.08, -2.61, 0.68)  0.115
H (-4.38, -2.16, 0.11)  0.081
C (2.30, 1.93, 4.73)  -0.198
C (1.12, 1.16, 5.24)  -0.179
C (0.29, 2.30, 5.80)  -0.201
O (0.57, 3.40, 4.91)  -0.148
C (1.63, 3.09, 3.98)  -0.152
H (2.93, 1.36, 4.05)  0.077
H (2.95, 2.19, 5.57)  0.112
H (1.54, 0.40, 5.91)  0.107
H (0.62, 0.61, 4.44)  0.102
H (0.64, 2.41, 6.83)  0.104
H (-0.79, 2.18, 5.94)  0.103
H (2.33, 3.87, 3.67)  0.110
H (1.16, 2.75, 3.06)  0.108
C (1.22, -6.83, -2.62)  -0.214
C (1.22, -7.33, -4.02)  -0.183
C (2.00, -6.32, -4.76)  -0.199
O (1.58, -5.08, -4.12)  -0.119
C (1.43, -5.41, -2.75)  -0.231
H (2.00, -7.28, -2.01)  0.123
H (0.36, -7.15, -2.03)  0.095
H (0.24, -7.22, -4.48)  0.117
H (1.62, -8.35, -4.08)  0.123
H (1.94, -6.22, -5.84)  0.123
H (3.03, -6.65, -4.63)  0.116
H (0.56, -4.88, -2.34)  0.107
H (2.30, -5.17, -2.13)  0.133
C (-0.50, -2.04, -5.74)  -0.026
C (0.69, -1.72, -4.89)  -0.377
C (1.98, -1.67, -5.73)  -0.095
O (2.57, -0.53, -5.15)  0.071
C (1.66, 0.20, -4.44)  -0.546
O (1.82, 1.18, -3.76)  0.192
O (0.52, -0.43, -4.48)  0.090
H (-0.64, -1.33, -6.56)  0.096
H (-1.39, -2.10, -5.13)  0.079
H (-0.41, -3.08, -6.06)  0.087
H (0.82, -2.44, -4.08)  0.147
H (1.71, -1.54, -6.78)  0.123
H (2.45, -2.66, -5.72)  0.128
C (-4.33, 4.45, -4.04)  0.000
C (-3.35, 3.09, -4.05)  -0.166
C (-2.81, 2.83, -5.45)  -0.156
O (-1.52, 3.17, -5.33)  0.117
C (-1.19, 3.45, -4.10)  -0.677
O (-0.09, 3.76, -3.68)  0.157
O (-2.17, 3.60, -3.32)  0.088
H (-5.16, 4.18, -4.69)  0.058
H (-3.93, 5.38, -4.43)  0.078
H (-4.71, 4.61, -3.03)  0.066
H (-3.83, 2.28, -3.50)  0.137
H (-3.35, 3.36, -6.23)  0.135
H (-2.89, 1.75, -5.60)  0.132
C (-2.71, -3.36, 2.70)  0.001
C (-1.70, -4.53, 2.87)  -0.310
C (-2.33, -5.90, 3.17)  -0.121
O (-1.57, -6.79, 2.39)  0.047
C (-0.78, -6.10, 1.46)  -0.489
O (-0.05, -6.51, 0.60)  0.150
O (-0.89, -4.79, 1.75)  0.084
H (-3.50, -3.52, 1.97)  0.067
H (-2.15, -2.50, 2.35)  0.077
H (-3.19, -3.05, 3.63)  0.089
H (-1.17, -4.38, 3.81)  0.147
H (-3.38, -5.92, 2.87)  0.128
H (-2.25, -6.21, 4.21)  0.134
C (-2.79, -3.79, -1.77)  0.001
C (-2.48, -4.87, -2.85)  -0.264
C (-2.71, -6.25, -2.33)  -0.189
O (-3.66, -6.83, -3.05)  0.118
C (-4.12, -5.94, -3.97)  -0.589
O (-5.03, -6.02, -4.73)  0.162
O (-3.45, -4.83, -3.89)  0.116
H (-3.71, -3.97, -1.21)  0.083
H (-2.68, -2.80, -2.23)  0.083
H (-2.02, -3.80, -1.00)  0.076
H (-1.48, -4.76, -3.28)  0.141
H (-2.89, -6.24, -1.26)  0.137
H (-1.77, -6.80, -2.43)  0.122
C (-3.41, 2.99, 4.09)  0.003
C (-3.48, 3.89, 2.87)  -0.337
C (-3.61, 3.18, 1.63)  -0.180
O (-4.67, 3.76, 0.98)  0.062
C (-5.25, 4.75, 1.79)  -0.498
O (-6.23, 5.47, 1.58)  0.102
O (-4.65, 4.70, 2.94)  0.114
H (-3.30, 3.48, 5.06)  0.087
H (-2.67, 2.21, 3.93)  0.081
H (-4.37, 2.47, 4.09)  0.090
H (-2.64, 4.59, 2.85)  0.164
H (-3.63, 2.12, 1.90)  0.118
H (-2.77, 3.48, 1.01)  0.145
C (6.37, 2.50, 1.90)  -0.008
C (5.40, 3.54, 2.58)  -0.261
C (5.96, 4.97, 2.59)  -0.121
O (5.30, 5.60, 1.54)  0.098
C (4.31, 4.86, 1.08)  -0.521
O (3.54, 5.13, 0.14)  0.135
O (4.20, 3.71, 1.78)  0.059
H (6.53, 1.60, 2.49)  0.064
H (7.32, 2.91, 1.56)  0.072
H (5.96, 2.12, 0.96)  0.073
H (5.19, 3.09, 3.55)  0.137
H (7.04, 5.08, 2.67)  0.132
H (5.61, 5.33, 3.56)  0.124

The calculation puts the maximum force at 7.8 eV/Å. As for the highest occupied orbital energy: -0.036 Eh. As for the total charge: -1.

=====

no.,LUMO (eV)
1,0.062
2,1.583
3,1.794